## A
Entry from the Open Molecules 2025 dataset: C21H28N4O3 in the gas phase (the ωB97M-V functional and the def2-TZVPD basis).

Values from the calculation:
Total charge   0
Lowest unoccupied orbital energy   0.60 eV
M   384.480 g mol⁻¹
Gap between HOMO and LUMO   8.44 eV

The geometry in XYZ format:
```
56
Properties=species:S:1:pos:R:3:lowdin_charge:R:1
C -3.79 -3.63 -0.34 -0.069
C -4.53 -3.14 0.90 -0.240
O -5.55 -2.22 0.58 -0.017
C -5.18 -0.97 0.27 -0.336
C -6.17 -0.04 -0.06 0.037
C -5.75 1.24 -0.36 -0.331
C -6.72 2.32 -0.74 -0.032
N -4.46 1.58 -0.34 0.156
C -3.59 0.62 -0.01 -0.338
N -2.28 0.96 0.01 -0.054
C -1.84 2.27 -0.37 -0.149
C -0.50 2.18 -1.09 -0.120
C 0.59 1.59 -0.18 -0.224
C 1.55 0.72 -0.99 -0.433
O 1.22 0.15 -2.01 0.079
N 2.78 0.63 -0.42 0.151
C 3.89 -0.11 -0.84 -0.141
C 3.90 -0.93 -1.95 -0.005
C 5.05 -1.62 -2.29 -0.088
C 6.19 -1.49 -1.53 -0.092
C 6.20 -0.67 -0.41 -0.031
C 5.06 0.02 -0.05 -0.200
O 4.94 0.88 1.02 -0.069
C 6.00 0.98 1.95 -0.243
C 6.08 -0.22 2.89 -0.061
C -0.05 0.69 0.91 -0.117
C -1.27 -0.02 0.34 -0.140
N -3.90 -0.64 0.29 0.190
H -4.49 -4.06 -1.05 0.077
H -3.07 -4.39 -0.06 0.074
H -3.27 -2.80 -0.81 0.060
H -3.82 -2.68 1.59 0.111
H -5.05 -3.97 1.39 0.120
H -7.21 -0.33 -0.07 0.115
H -6.19 3.26 -0.85 0.074
H -7.20 2.07 -1.69 0.082
H -7.49 2.41 0.02 0.080
H -1.75 2.92 0.51 0.127
H -2.60 2.70 -1.03 0.113
H -0.60 1.52 -1.96 0.118
H -0.20 3.16 -1.44 0.122
H 1.16 2.39 0.31 0.141
H 2.95 1.16 0.42 0.139
H 3.01 -1.02 -2.54 0.101
H 5.05 -2.26 -3.16 0.102
H 7.09 -2.03 -1.79 0.101
H 7.10 -0.59 0.17 0.105
H 5.77 1.88 2.52 0.124
H 6.96 1.13 1.43 0.117
H 5.14 -0.33 3.43 0.079
H 6.27 -1.14 2.34 0.068
H 6.88 -0.07 3.61 0.078
H 0.67 -0.04 1.26 0.120
H -0.36 1.30 1.76 0.122
H -1.69 -0.72 1.06 0.116
H -0.98 -0.59 -0.56 0.131
```


## B
Entry from the Open Molecules 2025 dataset: C21H28N4O3 in the gas phase (the ωB97M-V functional and the def2-TZVPD basis).

Values from the calculation:
Total charge   0
Lowest unoccupied orbital energy   0.74 eV
M   384.480 g mol⁻¹
Gap between HOMO and LUMO   9.31 eV

The geometry in XYZ format:
```
56
Properties=species:S:1:pos:R:3:lowdin_charge:R:1
C -2.38 -2.31 -1.51 -0.063
O -1.46 -1.67 -0.67 -0.086
C -0.38 -2.36 -0.23 -0.216
C 0.07 -3.57 -0.76 -0.010
C 1.21 -4.17 -0.26 -0.077
C 1.92 -3.59 0.77 -0.080
C 1.48 -2.40 1.32 -0.011
C 0.34 -1.79 0.83 -0.178
N -0.14 -0.59 1.42 0.027
C -1.39 -0.67 2.17 -0.014
C -2.60 -0.12 1.39 -0.468
O -3.54 -0.83 1.10 0.059
N -2.49 1.19 1.15 0.117
C -3.37 1.98 0.31 -0.266
C -3.18 1.65 -1.19 -0.129
C -4.59 1.57 -1.77 -0.194
C -5.41 1.01 -0.62 -0.197
C -4.87 1.76 0.59 -0.139
C 0.57 0.56 1.44 -0.394
O 0.17 1.56 2.04 0.044
C 1.83 0.59 0.68 -0.115
C 2.17 0.04 -0.57 -0.074
N 3.39 0.38 -0.92 0.109
N 3.87 1.14 0.07 -0.139
C 5.21 1.67 0.00 -0.375
C 6.21 0.51 -0.06 -0.052
C 5.33 2.57 -1.22 -0.052
C 2.96 1.31 1.04 0.019
H -1.99 -2.42 -2.53 0.100
H -3.26 -1.68 -1.52 0.083
H -2.66 -3.30 -1.12 0.105
H -0.46 -4.03 -1.58 0.107
H 1.55 -5.10 -0.70 0.105
H 2.81 -4.06 1.15 0.102
H 2.01 -1.94 2.14 0.127
H -1.58 -1.71 2.42 0.142
H -1.27 -0.08 3.08 0.137
H -1.64 1.64 1.48 0.105
H -3.10 3.03 0.50 0.144
H -2.69 0.67 -1.26 0.096
H -2.55 2.38 -1.70 0.109
H -4.63 0.95 -2.67 0.104
H -4.94 2.57 -2.03 0.109
H -6.48 1.16 -0.75 0.105
H -5.21 -0.05 -0.50 0.094
H -5.01 1.21 1.52 0.109
H -5.36 2.73 0.69 0.110
H 1.57 -0.57 -1.22 0.118
H 5.37 2.25 0.91 0.143
H 6.00 -0.10 -0.93 0.076
H 7.22 0.89 -0.12 0.077
H 6.12 -0.11 0.83 0.078
H 5.12 2.00 -2.12 0.076
H 6.34 2.97 -1.29 0.077
H 4.63 3.40 -1.16 0.080
H 3.15 1.89 1.92 0.136
```


## C
Entry from the Open Molecules 2025 dataset: a molecular structure, C21H28N4O3 (the ωB97M-V functional and the def2-TZVPD basis).

Values from the calculation:
Total charge   0
Lowest unoccupied orbital energy   0.36 eV
M   384.480 g mol⁻¹
Gap between HOMO and LUMO   8.91 eV

The geometry in XYZ format:
```
56
Properties=species:S:1:pos:R:3:lowdin_charge:R:1
C 4.92 -3.04 -2.85 0.027
C 3.79 -1.90 -3.17 -0.430
O 3.70 -1.34 -4.34 -0.057
N 2.95 -1.69 -2.26 -0.071
C 3.09 -2.03 -0.86 -0.182
H 3.82 -3.02 -0.71 0.172
H 2.09 -2.78 -0.58 0.188
C 3.25 -0.92 -0.09 -0.184
N 2.25 0.04 -0.31 -0.054
C 1.22 0.40 0.68 -0.329
O 0.27 1.05 0.12 0.026
C 1.27 -0.20 1.88 -0.149
H 0.67 0.59 2.71 0.209
H 2.13 -0.23 2.46 0.108
C 0.70 -1.54 2.00 -0.102
C -0.30 -1.87 1.01 -0.447
N -0.13 -2.30 -0.03 0.094
N -1.22 -2.07 -0.88 0.144
C -2.15 -1.17 -0.28 -0.242
O -1.54 -1.18 1.02 0.065
C -3.19 -0.46 -0.66 -0.341
H -3.75 -1.24 -1.48 0.225
H -3.99 -0.56 0.20 0.180
C -2.86 0.72 -1.00 -0.196
C -4.01 2.10 -1.10 0.014
H -4.91 1.66 -1.43 0.079
H -3.50 2.93 -1.13 0.015
C -4.51 2.17 0.47 -0.047
C -3.17 2.22 1.56 -0.135
C -2.38 3.39 1.45 -0.081
C -1.33 3.60 2.09 -0.124
C -0.95 2.76 3.14 0.053
C -1.92 1.57 3.35 -0.073
C -2.86 1.46 2.60 -0.214
H -3.55 0.57 2.70 0.145
H -1.84 0.79 4.02 0.088
H -0.14 2.94 3.77 0.071
H -0.68 4.19 2.16 0.006
H -2.57 4.12 0.56 0.155
H -5.04 2.89 0.52 -0.045
H -5.05 1.24 1.11 0.154
H -2.49 0.61 -2.05 0.145
H -1.90 1.17 -0.39 0.161
H 1.53 -2.41 1.96 0.180
H 0.23 -1.85 2.88 0.108
C 2.07 0.53 -1.49 -0.196
H 1.33 1.18 -1.55 0.084
C 1.91 -0.70 -2.34 -0.104
H 1.93 -0.37 -3.68 0.220
H 1.00 -1.33 -2.41 0.118
H 3.06 0.97 -1.89 0.178
H 3.21 -1.29 0.99 0.159
H 4.04 -0.41 -0.26 0.086
H 5.58 -3.15 -3.65 0.056
H 4.46 -3.98 -2.50 0.086
H 5.45 -2.83 -2.04 0.001
```


Which structure is the least stable? The one labeled C.


## A
Entry from the Open Molecules 2025 dataset: C9H9NO in the gas phase (the ωB97M-V functional and the def2-TZVPD basis).

Values from the calculation:
Total charge   0
Lowest unoccupied orbital energy   0.98 eV
M   147.177 g mol⁻¹
Gap between HOMO and LUMO   9.13 eV

The geometry in XYZ format:
```
20
Properties=species:S:1:pos:R:3:lowdin_charge:R:1
C -2.06 0.49 1.29 0.011
C -1.34 0.26 0.02 -0.376
O -2.12 -0.32 -1.09 0.049
C -1.46 0.88 -1.28 -0.307
N -0.24 0.81 -1.97 0.106
C 0.63 0.04 -1.15 -0.193
C 1.87 -0.40 -1.58 -0.033
C 2.58 -1.14 -0.60 -0.114
C 2.09 -1.37 0.68 -0.109
C 0.87 -0.78 1.12 -0.017
C 0.06 -0.20 0.14 -0.084
H -3.08 0.60 0.97 0.084
H -1.79 1.53 1.70 0.132
H -1.89 -0.32 1.92 0.059
H -2.18 1.69 -1.52 0.170
H 0.00 0.83 -2.96 0.152
H 2.47 -0.16 -2.54 0.139
H 3.56 -1.48 -1.03 0.112
H 2.80 -1.57 1.54 0.117
H 0.37 -0.94 2.06 0.102
```


## B
Entry from the Open Molecules 2025 dataset: C9H9NO in the gas phase (the ωB97M-V functional and the def2-TZVPD basis).

Values from the calculation:
Total charge   0
Lowest unoccupied orbital energy   0.62 eV
M   147.177 g mol⁻¹
Gap between HOMO and LUMO   8.90 eV

The geometry in XYZ format:
```
20
Properties=species:S:1:pos:R:3:lowdin_charge:R:1
O -0.08 -1.72 2.03 0.211
C -0.71 -1.87 1.09 -0.218
C -1.56 -2.20 0.15 -0.092
C -2.14 -1.30 -0.83 -0.130
C -2.01 0.03 -0.86 -0.115
C -1.18 0.89 0.03 -0.060
C 0.15 0.86 0.01 -0.207
C 0.91 -0.13 -0.77 -0.155
N 2.16 -0.09 -0.73 0.026
C 2.61 0.97 0.10 -0.212
C 1.28 1.65 0.70 -0.090
H -1.87 -3.24 0.34 0.127
H -2.90 -1.68 -1.57 0.119
H -2.47 0.78 -1.57 0.124
H -1.58 1.64 0.59 0.086
H 0.62 -0.96 -1.37 0.112
H 3.22 1.65 -0.70 0.157
H 3.13 0.63 1.04 0.115
H 1.15 1.49 1.87 0.156
H 1.26 2.61 0.46 0.046
```


Which structure is the least stable? The one labeled B.


## A
Entry from the Open Molecules 2025 dataset: a molecular structure, C6H9Cl (the ωB97M-V functional and the def2-TZVPD basis).

Values from the calculation:
Total charge   0
Lowest unoccupied orbital energy   0.98 eV
M   116.591 g mol⁻¹
Gap between HOMO and LUMO   10.76 eV

The geometry in XYZ format:
```
16
Properties=species:S:1:pos:R:3:lowdin_charge:R:1
C -2.06 0.64 -1.55 -0.060
C -0.79 -1.68 0.41 -0.033
C -1.19 0.95 -0.67 -0.017
C -0.17 -0.55 0.11 -0.193
C 1.75 0.84 0.92 -0.175
C 1.34 -0.38 0.19 -0.789
Cl 2.25 -1.76 0.81 0.653
H -2.78 1.36 -1.96 0.070
H -2.50 -0.28 -1.70 0.031
H -0.28 -2.57 0.60 0.001
H -1.99 -1.88 0.44 0.121
H -0.95 1.90 -0.28 0.051
H 1.94 0.56 1.97 0.062
H 1.05 1.68 0.91 0.061
H 2.82 1.33 0.63 0.133
H 1.57 -0.19 -0.81 0.083
```


## B
Entry from the Open Molecules 2025 dataset: a molecular structure, C6H9Cl (the ωB97M-V functional and the def2-TZVPD basis).

Values from the calculation:
Total charge   0
Lowest unoccupied orbital energy   0.32 eV
M   116.591 g mol⁻¹
Gap between HOMO and LUMO   8.65 eV

The geometry in XYZ format:
```
16
Properties=species:S:1:pos:R:3:lowdin_charge:R:1
C -2.09 0.81 0.09 -0.193
C -1.03 -0.12 0.18 -0.738
C 0.34 0.12 -0.02 -0.444
C 0.86 1.40 -0.19 -0.097
C 1.17 -0.97 0.46 -0.253
C 1.51 -2.06 -0.18 -0.033
H -1.74 1.99 0.79 0.184
H -3.16 -0.01 0.49 0.152
H -1.98 0.81 -1.31 0.192
H 1.57 1.45 -0.96 0.063
H 1.11 1.88 0.91 0.162
H 0.06 2.07 -0.71 0.097
H 1.52 -0.80 1.61 0.160
H 2.23 -2.81 0.12 0.060
H 1.22 -1.92 -1.24 0.079
Cl -1.59 -1.83 -0.04 0.608
```


Which structure is the least stable? The one labeled B.


## A
Entry from the Open Molecules 2025 dataset: C8H16N2O in the gas phase (the ωB97M-V functional and the def2-TZVPD basis).

Values from the calculation:
Total charge   0
Lowest unoccupied orbital energy   0.82 eV
M   156.229 g mol⁻¹
Gap between HOMO and LUMO   8.24 eV

The geometry in XYZ format:
```
27
Properties=species:S:1:pos:R:3:lowdin_charge:R:1
C -0.99 -0.06 -2.50 0.000
C -0.51 -0.23 -1.08 -0.303
N -1.19 -1.01 -0.29 0.196
C -0.52 -0.84 0.98 -0.573
C -1.52 -0.10 1.86 -0.054
C -0.23 -2.19 1.68 -0.032
N 0.71 -0.04 0.72 -0.153
O 1.77 0.27 1.52 0.038
C 0.57 0.57 -0.55 -0.478
C 1.76 0.45 -1.57 -0.024
C 0.31 2.11 -0.33 0.002
H -1.63 0.82 -2.49 0.095
H -1.56 -0.83 -2.86 0.038
H 0.02 -0.18 -3.09 0.114
H -2.36 -0.87 2.11 0.112
H -2.00 0.78 1.35 0.080
H -0.96 0.35 2.77 0.105
H -0.14 -2.08 2.77 0.077
H 0.76 -2.43 1.30 0.071
H -0.89 -3.09 1.42 0.105
H 1.51 -0.31 2.26 0.106
H 2.05 -0.55 -1.70 0.070
H 2.63 0.89 -1.01 0.099
H 1.71 1.00 -2.49 0.075
H -0.21 2.58 -1.19 0.081
H 1.24 2.68 -0.11 0.090
H -0.33 2.29 0.52 0.064
```


## B
Entry from the Open Molecules 2025 dataset: C8H16N2O in the gas phase (the ωB97M-V functional and the def2-TZVPD basis).

Values from the calculation:
Total charge   0
Lowest unoccupied orbital energy   0.63 eV
M   156.229 g mol⁻¹
Gap between HOMO and LUMO   10.33 eV

The geometry in XYZ format:
```
27
Properties=species:S:1:pos:R:3:lowdin_charge:R:1
C -3.34 1.05 -0.45 -0.124
C -3.03 -0.23 0.32 -0.292
C -1.87 -1.13 -0.10 -0.206
C -0.45 -0.68 0.41 -0.195
C 0.31 0.19 -0.60 -0.130
C 1.50 1.00 0.05 -0.499
C 2.63 0.37 0.81 -0.122
C 3.54 -0.46 -0.13 -0.248
O 2.78 -1.47 -0.74 -0.073
N 1.08 2.35 0.32 0.143
N 1.85 2.21 -0.65 0.145
H -2.48 1.77 -0.49 0.073
H -3.53 0.77 -1.47 0.058
H -4.25 1.55 -0.05 0.078
H -2.99 0.10 1.39 0.115
H -3.94 -0.84 0.24 0.101
H -1.87 -1.27 -1.18 0.112
H -2.04 -2.13 0.34 0.109
H -0.57 -0.24 1.40 0.113
H 0.09 -1.58 0.68 0.086
H 0.62 -0.40 -1.48 0.112
H -0.34 0.95 -1.05 0.092
H 2.28 -0.27 1.61 0.108
H 3.16 1.19 1.32 0.118
H 3.97 0.16 -0.92 0.118
H 4.39 -0.94 0.40 0.120
H 2.51 -2.01 0.02 0.090
```


Which structure is the least stable? The one labeled A.


## A
Entry from the Open Molecules 2025 dataset: C3H9O3P in the gas phase (the ωB97M-V functional and the def2-TZVPD basis).

Values from the calculation:
Total charge   0
Lowest unoccupied orbital energy   0.67 eV
M   124.076 g mol⁻¹
Gap between HOMO and LUMO   9.30 eV

The geometry in XYZ format:
```
16
Properties=species:S:1:pos:R:3:lowdin_charge:R:1
C -2.14 -0.09 0.03 -0.073
C -0.75 -0.41 -0.42 -0.403
O -0.40 -1.55 0.43 -0.165
C 0.45 0.59 -0.25 -0.491
O 0.32 1.52 0.74 -0.025
P 2.07 -0.56 -0.10 0.910
O 3.19 0.65 -0.27 -0.388
H -2.76 -1.01 0.37 0.114
H -2.27 0.59 0.90 0.080
H -2.71 0.50 -0.73 0.090
H -0.73 -0.87 -1.41 0.138
H -0.57 -1.35 1.38 0.098
H 0.62 1.24 -1.09 0.108
H 0.03 1.02 1.44 0.035
H 1.92 -1.06 -1.47 -0.036
H 3.73 0.81 0.47 0.008
```


## B
Entry from the Open Molecules 2025 dataset: C3H9O3P in the gas phase (the ωB97M-V functional and the def2-TZVPD basis).

Values from the calculation:
Total charge   0
Lowest unoccupied orbital energy   0.39 eV
M   124.076 g mol⁻¹
Gap between HOMO and LUMO   7.28 eV

The geometry in XYZ format:
```
16
Properties=species:S:1:pos:R:3:lowdin_charge:R:1
O -3.14 -0.12 -0.54 -0.220
C -2.43 0.29 0.64 -0.429
P -0.77 -0.31 0.14 0.983
C 1.05 -0.60 0.60 -0.514
O 1.69 -1.55 -0.20 -0.039
C 1.61 0.84 0.39 -0.258
O 0.93 1.39 -0.75 -0.186
H -2.85 -1.04 -0.65 0.022
H -2.63 1.31 0.54 -0.010
H -1.13 -1.77 0.35 0.047
H -0.50 -0.24 -1.34 0.048
H 1.30 -0.83 1.57 0.090
H 1.29 -1.59 -1.06 0.068
H 2.74 0.61 0.38 0.150
H 1.27 1.56 1.11 0.114
H 1.58 2.03 -1.18 0.135
```


Which structure is the least stable? The one labeled B.


## A
Entry from the Open Molecules 2025 dataset: 2 unconnected molecules or ions with the total composition C2H8N2O3 (the ωB97M-V functional and the def2-TZVPD basis).

Values from the calculation:
Total charge   0
Lowest unoccupied orbital energy   0.41 eV
M   108.097 g mol⁻¹
Gap between HOMO and LUMO   10.27 eV

The geometry in XYZ format:
```
15
Properties=species:S:1:pos:R:3:lowdin_charge:R:1
O -2.59 0.73 -0.54 0.090
C -1.49 0.51 -0.12 -0.475
C -0.25 1.41 -0.37 -0.188
O 0.75 1.31 0.58 -0.081
N -1.11 -0.65 0.39 0.047
O -2.09 -1.63 0.62 0.036
H -0.57 2.40 -0.69 0.133
H 0.22 0.97 -1.18 0.096
H 0.78 2.06 1.29 0.161
H -0.25 -1.03 0.25 0.085
H -2.84 -1.47 0.09 0.070
N 2.40 -1.39 -0.21 -0.003
H 1.55 -1.43 0.31 -0.046
H 2.25 -0.50 -0.81 0.049
H 3.25 -1.30 0.38 0.028
```


## B
Entry from the Open Molecules 2025 dataset: 2 unconnected molecules or ions with the total composition C2H8N2O3 (the ωB97M-V functional and the def2-TZVPD basis).

Values from the calculation:
Total charge   0
Lowest unoccupied orbital energy (alpha / beta)   -0.14 / -0.14 eV
M   108.097 g mol⁻¹
Gap between HOMO and LUMO (alpha / beta)   8.89 / 8.89 eV

The geometry in XYZ format:
```
15
Properties=species:S:1:pos:R:3:lowdin_charge:R:1
C -1.16 1.16 -1.04 -0.072
C -0.70 -0.96 1.28 0.180
N 1.11 0.71 -0.45 -0.141
N 1.71 0.15 0.75 -0.076
O -0.28 0.80 0.02 -0.254
O 1.23 -1.17 0.84 -0.250
O 1.15 -0.25 -1.46 -0.047
H 1.16 -1.10 -0.92 0.093
H 2.70 0.10 0.52 0.124
H -2.15 1.24 -0.58 0.088
H -1.18 0.41 -1.83 0.083
H -0.85 2.12 -1.45 0.092
H -1.64 -0.45 1.10 0.052
H -0.77 -1.98 0.94 0.061
H -0.34 -0.79 2.28 0.065
```


Which structure is the least stable? The one labeled B.